Record 1
Here is a molecular structure, C4H4HgO at a distorted geometry from OMol25. Energies are from wB97M-V/def2-TZVPD.

Each line ends with the natural charge from an NBO analysis.
CARTESIAN COORDINATES (ANGSTROEM)
H  -0.437  -1.920  0.809  0.2928
C  -0.067  0.498  3.065  -0.2993
C  0.474  -0.296  2.132  -0.2569
C  -0.213  -0.824  0.950  -0.4118
C  -0.065  -0.404  -0.285  0.7362
O  -0.154  0.080  -1.355  -0.5292
Hg  0.750  0.988  -3.640  0.7949
H  -1.111  0.821  3.028  0.2134
H  0.520  0.810  3.929  0.2261
H  1.504  -0.640  2.246  0.2338

As for the HOMO energy (alpha / beta): -13.63 / -13.13 eV. Its expectation value of S² is 0.757. As for the spin multiplicity: 2. The frontier orbital gap (alpha / beta) comes out at 0.357 / 0.154 hartree. As for the charge: +1.

Record 2
Here is a molecular structure, C4H4HgO2 at a distorted geometry from OMol25. Energies are from wB97M-V/def2-TZVPD.

Each line ends with the natural charge from an NBO analysis.
CARTESIAN COORDINATES (ANGSTROEM)
O  -3.115  0.905  -0.291  -0.4282
C  -2.136  0.261  0.096  0.5360
C  -0.981  -0.185  -0.097  0.2258
C  0.324  -0.737  -0.084  -0.0779
C  1.485  0.169  -0.414  -0.0234
H  0.421  -1.796  -0.341  0.3040
H  2.325  -0.320  -0.911  0.2534
H  1.303  1.226  -0.610  0.2398
H  -2.889  1.407  -1.148  0.5762
Hg  2.041  -0.683  2.900  0.9491
O  1.222  -0.248  0.901  -0.5549

As for the HOMO energy (alpha / beta): -18.17 / -19.98 eV. Its expectation value of S² is 2.008. As for the spin multiplicity: 3. The frontier orbital gap (alpha / beta) comes out at 0.330 / 0.263 hartree. As for the charge: +2.

Record 3
Here is a single C4H4I2 molecule at a distorted geometry from OMol25. Energies are from wB97M-V/def2-TZVPD.

Each line ends with the natural charge from an NBO analysis.
CARTESIAN COORDINATES (ANGSTROEM)
C  -0.997  -0.208  0.787  -0.6643
C  0.025  0.461  -0.084  -0.1169
I  0.116  2.635  0.124  -0.0028
C  0.371  -0.105  -1.420  -0.1984
C  1.315  -0.146  -0.500  -0.1737
I  3.010  -1.084  0.181  0.2378
H  -1.501  0.552  1.458  0.2338
H  -0.478  -0.902  1.387  0.2270
H  -1.826  -0.526  0.271  0.2245
H  -0.035  -0.678  -2.203  0.2330

As for the HOMO energy: -8.93 eV. The frontier orbital gap comes out at 0.334 hartree. Its SMILES is C[C@]1(I)C=C1I.

Record 4
Here is a molecular structure, C4H4I2NO3 at a distorted geometry from OMol25. Energies are from wB97M-V/def2-TZVPD.

Each line ends with the natural charge from an NBO analysis.
CARTESIAN COORDINATES (ANGSTROEM)
C  2.317  0.329  0.170  0.7734
C  0.019  -0.879  -0.568  -0.2872
C  0.689  0.404  -0.168  -0.0625
C  -1.250  0.459  0.839  0.3019
N  -1.173  -0.923  0.287  -0.6005
O  2.856  1.320  -0.336  -0.7496
O  2.697  -0.567  0.912  -0.7415
O  -0.089  0.890  0.901  -0.4591
I  -2.632  1.850  -0.369  -0.2588
I  -2.835  -1.863  -0.448  0.2822
H  -0.064  -1.009  -1.713  0.1869
H  0.629  -1.667  -0.446  0.2137
H  0.619  1.328  -0.862  0.2043
H  -1.785  0.329  1.801  0.1966

As for the HOMO energy: -4.77 eV. The frontier orbital gap comes out at 0.253 hartree. As for the charge: -1.

Record 5
Here is a molecular structure, C4H4I2O2 at a distorted geometry from OMol25. Energies are from wB97M-V/def2-TZVPD.

Each line ends with the natural charge from an NBO analysis.
CARTESIAN COORDINATES (ANGSTROEM)
C  1.637  0.905  0.382  0.7974
C  0.050  -0.065  -0.529  0.0214
C  -0.024  0.907  0.693  -0.4793
C  -0.782  -1.355  -0.644  -0.6631
O  2.598  1.479  0.750  -0.5129
O  1.464  -0.123  -0.446  -0.4818
I  -1.191  2.706  0.573  0.2080
I  -0.342  -0.103  2.545  0.1963
H  -0.105  0.596  -1.449  0.1966
H  -1.703  -1.333  0.080  0.2347
H  -0.295  -2.257  -0.338  0.2462
H  -1.306  -1.357  -1.617  0.2366

As for the HOMO energy: -9.67 eV. The frontier orbital gap comes out at 0.342 hartree.

Record 6
Here is a molecular structure, C4H4IrO5 at a distorted geometry from OMol25. Energies are from wB97M-V/def2-TZVPD.

Each line ends with the natural charge from an NBO analysis.
CARTESIAN COORDINATES (ANGSTROEM)
O  -1.567  1.455  -0.329  -0.4251
C  -1.484  1.579  0.902  1.0019
O  -0.284  0.914  1.281  -0.4289
H  0.878  -2.498  -0.085  0.3853
Ir  -2.869  2.810  2.950  1.5045
O  -2.319  1.712  1.797  -0.5897
O  -0.441  -0.901  -0.105  -0.1922
C  0.578  -1.696  -0.766  -0.1190
C  1.684  -0.678  -1.041  -0.1227
O  1.218  0.509  -0.348  -0.2009
C  0.031  0.285  0.123  1.0584
H  0.127  -2.109  -1.673  0.3795
H  1.797  -0.429  -2.100  0.3808
H  2.650  -0.952  -0.606  0.3681

As for the HOMO energy (alpha / beta): -24.13 / -23.58 eV. Its expectation value of S² is 6.019. As for the spin multiplicity: 5. The frontier orbital gap (alpha / beta) comes out at 0.374 / 0.161 hartree. As for the charge: +3.

Record 7
Here is a molecular structure, C4H4LiO5V at a distorted geometry from OMol25. Energies are from wB97M-V/def2-TZVPD.

Each line ends with the natural charge from an NBO analysis.
CARTESIAN COORDINATES (ANGSTROEM)
O  -0.535  2.184  -0.134  -0.6957
O  -0.212  0.236  0.835  -0.6692
C  1.099  -1.211  -0.229  -0.3245
C  2.562  -0.872  -0.094  -0.1378
O  2.743  0.519  -0.109  -0.8784
C  -1.034  1.096  0.298  0.6441
H  0.718  -2.010  0.414  0.1935
H  0.647  -0.952  -1.195  0.1678
H  3.112  -1.340  -0.934  0.1706
H  2.957  -1.314  0.841  0.1571
O  -2.851  -0.461  0.249  -0.7748
O  -3.300  1.657  -0.201  -0.7768
C  -2.489  0.738  0.099  0.6524
V  1.247  1.492  0.260  1.3192
Li  -4.665  0.238  -0.098  0.9525

As for the HOMO energy (alpha / beta): -6.82 / -9.42 eV. Its expectation value of S² is 6.012. As for the spin multiplicity: 5. The frontier orbital gap (alpha / beta) comes out at 0.225 / 0.320 hartree.

Record 8
Here is a gas-phase ion, C4H4N (charge +1) at a distorted geometry from OMol25. Energies are from wB97M-V/def2-TZVPD.

Each line ends with the Löwdin charge.
CARTESIAN COORDINATES (ANGSTROEM)
C  -2.344  1.582  0.252  0.3382
C  0.510  -0.217  -1.022  -0.0652
C  -0.175  0.670  -0.251  0.0233
C  1.114  -0.939  -0.068  0.1669
N  -1.337  1.067  -0.024  0.0936
H  -3.251  2.073  0.427  0.1176
H  0.263  -0.538  -2.070  0.1558
H  1.354  -1.971  -0.255  0.1114
H  1.481  -0.592  0.793  0.0586

As for the HOMO energy (alpha / beta): -13.96 / -13.96 eV. The frontier orbital gap (alpha / beta) comes out at 0.263 / 0.263 hartree. As for the charge: +1.

Record 9
Here is 2 unconnected molecules or ions with the total composition C4H4N at a distorted geometry from OMol25. Energies are from wB97M-V/def2-TZVPD.

Each line ends with the natural charge from an NBO analysis.
CARTESIAN COORDINATES (ANGSTROEM)
C  2.229  1.179  0.025  0.2487
C  -3.176  0.274  0.083  0.1603
C  1.658  0.064  -0.019  -0.1454
C  1.234  -1.207  0.026  0.0127
N  -2.076  0.059  -0.076  -0.4061
H  2.329  2.222  -0.006  0.2715
H  -4.236  0.449  0.094  0.2560
H  0.093  -1.065  -0.079  0.3297
H  1.945  -1.976  -0.046  0.2726

As for the HOMO energy: -16.41 eV. The frontier orbital gap comes out at 0.300 hartree. As for the charge: +1.

Record 10
Here is a single C4H4N2 molecule at a distorted geometry from OMol25. Energies are from wB97M-V/def2-TZVPD.

Each line ends with the natural charge from an NBO analysis.
CARTESIAN COORDINATES (ANGSTROEM)
C  0.230  0.724  -0.526  -0.2023
C  1.447  -0.591  -0.082  -0.0581
N  0.702  -1.576  0.215  -0.1540
N  -0.553  -1.617  0.039  -0.2478
C  -1.069  -0.298  -0.121  -0.0888
C  -0.626  0.924  0.495  -0.1629
H  0.643  1.443  -1.231  0.2260
H  2.331  -0.370  0.550  0.2184
H  -2.104  -0.344  -0.482  0.2375
H  -1.003  1.707  1.143  0.2320

As for the HOMO energy (alpha / beta): -8.48 / -8.49 eV. The frontier orbital gap (alpha / beta) comes out at 0.297 / 0.297 hartree.

Record 11
Here is 3 unconnected molecules or ions with the total composition C4H4N2 at a distorted geometry from OMol25. Energies are from wB97M-V/def2-TZVPD.

Each line ends with the natural charge from an NBO analysis.
CARTESIAN COORDINATES (ANGSTROEM)
C  1.825  1.421  0.279  -0.2492
C  2.101  0.438  -0.356  -0.2335
H  1.575  2.291  0.848  0.2406
H  2.335  -0.445  -0.912  0.2439
C  -2.450  0.021  0.205  -0.2476
C  -1.530  0.633  -0.274  -0.2378
H  -3.264  -0.525  0.633  0.2371
H  -0.691  1.154  -0.688  0.2445
N  0.470  -2.374  -0.203  -0.0135
N  -0.370  -2.613  0.468  0.0157

As for the HOMO energy: -10.52 eV. The frontier orbital gap comes out at 0.434 hartree. Its SMILES is C#C.C#C.N#N.

Record 12
Here is 2 unconnected molecules or ions with the total composition C4H4N2 at a distorted geometry from OMol25. Energies are from wB97M-V/def2-TZVPD.

Each line ends with the natural charge from an NBO analysis.
CARTESIAN COORDINATES (ANGSTROEM)
C  1.227  0.834  -0.509  -0.8404
C  -0.699  -1.065  0.970  0.0699
C  -1.477  0.035  1.299  0.1134
N  -2.060  0.970  1.692  -0.1621
C  -0.876  -1.685  -0.257  0.1138
N  -0.926  -2.289  -1.258  -0.1620
H  1.842  0.346  -1.268  0.2246
H  1.731  1.726  -0.129  0.2261
H  0.262  1.117  -0.940  0.2148
H  1.093  0.135  0.328  0.2019

As for the HOMO energy (alpha / beta): -10.77 / -10.75 eV. The frontier orbital gap (alpha / beta) comes out at 0.266 / 0.266 hartree.

Record 13
Here is a single C4H4N2 molecule at a distorted geometry from OMol25. Energies are from wB97M-V/def2-TZVPD.

Each line ends with the natural charge from an NBO analysis.
CARTESIAN COORDINATES (ANGSTROEM)
N  0.740  0.053  -1.380  -0.8456
C  0.008  0.273  0.955  -0.2127
C  -0.274  0.195  -0.442  -0.0190
C  -1.574  0.324  -0.535  -0.0497
C  -0.090  -0.859  1.809  0.2163
N  -0.037  -1.817  2.466  -0.2842
H  1.294  -0.759  -1.155  0.3817
H  1.289  0.880  -1.566  0.3888
H  0.753  1.016  1.267  0.2267
H  -2.109  0.695  -1.420  0.1977

As for the HOMO energy (alpha / beta): -9.19 / -9.95 eV. The frontier orbital gap (alpha / beta) comes out at 0.303 / 0.318 hartree.

Record 14
Here is a single C4H4N2 molecule at a distorted geometry from OMol25. Energies are from wB97M-V/def2-TZVPD.

Each line ends with the natural charge from an NBO analysis.
CARTESIAN COORDINATES (ANGSTROEM)
N  -2.712  0.750  0.020  -0.3211
C  -1.766  0.096  0.131  0.2766
C  -0.768  -0.933  0.040  -0.5052
C  0.681  -0.448  -0.208  -0.4749
C  1.168  0.780  -0.051  0.4721
N  1.770  1.787  0.100  -0.6066
H  -0.697  -1.532  0.990  0.2560
H  -1.201  -1.397  -0.774  0.2550
H  1.002  -1.098  -0.961  0.2452
H  2.522  1.995  0.713  0.4028

As for the HOMO energy: -9.09 eV. The frontier orbital gap comes out at 0.355 hartree. Its SMILES is N#CCC=C=N.

Record 15
Here is a single C4H4N2 molecule at a distorted geometry from OMol25. Energies are from wB97M-V/def2-TZVPD.

Each line ends with the natural charge from an NBO analysis.
CARTESIAN COORDINATES (ANGSTROEM)
C  -0.345  1.079  -0.705  -0.1746
C  1.958  -1.067  0.080  -0.0838
N  0.798  -1.322  0.084  -0.0280
N  -0.400  -1.437  -0.152  -0.2626
C  -1.071  -0.134  -0.246  -0.1248
C  -0.689  1.061  0.542  -0.1838
H  0.039  1.630  -1.545  0.2329
H  2.552  -1.050  0.971  0.2045
H  -2.105  -0.331  -0.513  0.1910
H  -0.737  1.571  1.485  0.2292

As for the HOMO energy: -8.51 eV. The frontier orbital gap comes out at 0.353 hartree.

Record 16
Here is a single C4H4N2 molecule at a distorted geometry from OMol25. Energies are from wB97M-V/def2-TZVPD.

Each line ends with the natural charge from an NBO analysis.
CARTESIAN COORDINATES (ANGSTROEM)
C  0.744  0.845  -0.059  -0.2393
C  -0.780  0.813  0.010  -0.2391
C  -1.435  -0.370  0.160  -0.0827
N  -0.581  -1.738  0.136  -0.1370
N  0.658  -1.715  -0.041  -0.1371
C  1.450  -0.314  -0.139  -0.0828
H  1.103  1.893  -0.017  0.2300
H  -1.187  1.840  -0.091  0.2299
H  -2.493  -0.676  0.282  0.2290
H  2.521  -0.579  -0.242  0.2291

As for the HOMO energy: -8.95 eV. The frontier orbital gap comes out at 0.350 hartree. Its SMILES is c1ccnnc1.

Record 17
Here is 2 unconnected molecules or ions with the total composition C4H4N2 at a distorted geometry from OMol25. Energies are from wB97M-V/def2-TZVPD.

Each line ends with the natural charge from an NBO analysis.
CARTESIAN COORDINATES (ANGSTROEM)
C  0.576  1.254  -0.177  0.0067
C  0.846  -0.161  -0.200  -0.5373
N  0.443  -2.689  -0.247  0.0253
N  -0.459  -2.606  0.381  -0.0302
C  -0.546  -0.009  0.081  -0.0016
C  -0.600  1.326  0.599  -0.3677
H  0.882  1.972  -0.943  0.2257
H  1.615  -0.653  0.373  0.2426
H  -1.372  -0.504  -0.444  0.2308
H  -1.384  2.069  0.577  0.2056

As for the HOMO energy: -7.19 eV. The frontier orbital gap comes out at 0.290 hartree.

Record 18
Here is a single C4H4N2 molecule at a distorted geometry from OMol25. Energies are from wB97M-V/def2-TZVPD.

Each line ends with the natural charge from an NBO analysis.
CARTESIAN COORDINATES (ANGSTROEM)
C  -1.272  -0.013  0.206  -0.4007
C  -0.468  1.041  -0.237  -0.0313
N  0.875  1.076  -0.288  -0.4575
C  1.428  -0.085  -0.025  0.2676
N  0.793  -1.278  0.009  -0.4407
C  -0.516  -1.266  0.099  0.1067
H  -1.317  0.993  0.937  0.3528
H  -1.034  1.871  -0.642  0.2121
H  2.508  -0.102  0.049  0.1853
H  -0.995  -2.237  -0.108  0.2056

As for the HOMO energy: -9.16 eV. The frontier orbital gap comes out at 0.328 hartree. Its SMILES is c1cncnc1.

Record 19
Here is a single C4H4N2 molecule at a distorted geometry from OMol25. Energies are from wB97M-V/def2-TZVPD.

Each line ends with the natural charge from an NBO analysis.
CARTESIAN COORDINATES (ANGSTROEM)
C  2.184  -0.323  0.233  -0.1824
C  1.022  -0.010  0.242  -0.0503
C  -0.423  0.293  0.316  -0.2128
N  -1.315  -0.844  0.095  -0.7823
C  -0.765  1.355  -0.651  0.2794
N  -1.016  2.160  -1.441  -0.2889
H  3.217  -0.593  0.212  0.2430
H  -0.631  0.687  1.318  0.2553
H  -1.342  -1.068  -0.894  0.3690
H  -0.932  -1.656  0.570  0.3700

As for the HOMO energy: -10.47 eV. The frontier orbital gap comes out at 0.411 hartree. Its SMILES is C#C[C@H](N)C#N.

Record 20
Here is a single C4H4N2 molecule at a distorted geometry from OMol25. Energies are from wB97M-V/def2-TZVPD.

Each line ends with the natural charge from an NBO analysis.
CARTESIAN COORDINATES (ANGSTROEM)
C  -1.745  0.548  0.179  -0.4274
N  -0.347  0.376  0.446  -0.3817
C  0.402  -0.560  0.184  0.5451
C  1.577  -1.125  0.025  -0.5817
C  2.349  -0.041  -0.417  0.2435
N  2.343  1.131  -0.685  -0.3067
H  -2.058  1.516  0.601  0.2179
H  -1.957  0.538  -0.893  0.2024
H  -2.389  -0.215  0.638  0.2169
H  1.824  -2.169  -0.078  0.2717

As for the HOMO energy: -8.88 eV. The frontier orbital gap comes out at 0.306 hartree. Its SMILES is CN=C=CC#N.

Energy, record by record: -383.082573 -457.780269 -750.093295 -1030.692325 -900.640881 -633.678368 -1482.517702 -209.088845 -209.103998 -264.112656 -264.203706 -264.164149 -264.145166 -264.239418 -264.127069 -264.217200 -264.154551 -264.182607 -264.241159 -264.211499 a.u.
Relative energy (zero: lowest compared OMol25 entry of this formula, charge and spin), record by record: 0.00 0.00 129.53 147.83 135.56 0.00 2.91 198.73 158.94 561.27 322.22 426.07 475.91 228.45 523.43 286.79 451.27 377.61 223.88 301.75 kJ/mol
Molecular weight, record by record: 268.66 284.66 305.88 367.89 337.88 324.29 189.96 66.08 66.08 80.09 80.09 80.09 80.09 80.09 80.09 80.09 80.09 80.09 80.09 80.09 g/mol